[1]
Formula: C21H24F8NiO4S2
Source: the OMol25 dataset
Level of theory: the ωB97M-V functional and the def2-TZVPD basis

Cartesian coordinates (Å):
C -4.09 2.46 0.32
C -2.63 2.54 -0.27
C -2.04 3.89 -0.35
C -0.71 4.00 -0.94
C -0.01 2.82 -1.40
C -0.59 1.47 -1.33
C 0.26 0.31 -1.93
C 0.68 -0.84 -0.93
S 0.22 -2.42 -1.83
O 0.72 -2.31 -3.20
O 0.89 -3.59 -1.26
C -1.62 -2.65 -1.97
F -1.81 -3.44 -3.06
F -2.29 -1.46 -2.27
C -2.34 -3.27 -0.70
F -3.22 -2.30 -0.20
F -1.51 -3.59 0.33
C -3.26 -4.52 -1.02
F -2.57 -5.59 -1.45
F -4.25 -4.12 -1.85
F -3.87 -4.90 0.15
C 0.21 -0.83 0.59
C 0.56 0.40 1.52
C -0.71 0.71 2.45
C -0.32 0.71 4.00
S -0.55 2.37 4.76
O 1.05 -1.88 1.14
C 2.40 -1.76 0.73
O 3.36 -2.14 1.28
C 2.25 -1.04 -0.68
C 3.14 0.25 -0.50
C 4.69 -0.04 -0.76
C 5.57 0.18 0.54
F 4.92 -1.37 -1.18
C -1.91 1.34 -0.75
H -4.71 2.94 -0.48
H -4.22 3.07 1.25
H -4.43 1.41 0.42
H -2.58 4.80 -0.01
H -0.27 5.02 -1.02
H 1.00 2.96 -1.88
H -0.29 -0.05 -2.83
H 1.21 0.75 -2.34
H -0.82 -1.23 0.72
H 0.82 1.33 0.95
H 1.41 0.21 2.23
H -1.52 -0.04 2.34
H -1.06 1.75 2.22
H 0.73 0.38 4.20
H -0.98 0.02 4.60
H 0.42 2.55 5.73
H 2.56 -1.63 -1.58
H 3.08 0.58 0.58
H 2.86 1.12 -1.15
H 5.10 0.63 -1.56
H 5.12 1.04 1.10
H 5.67 -0.75 1.14
H 6.60 0.44 0.17
H -2.39 0.34 -0.67
Ni -3.91 2.96 -2.09

Summary:
- Spin multiplicity: 3
- Gap between HOMO and LUMO (alpha / beta): 0.2826 / 0.1467 Ha
- Charge: +2
- Max |F|: 5.8 eV/Å
- Molar mass: 615.23 g/mol
- <S²>: 2.006

***

[2]
Formula: C36H43AsN4O3OsSSb
Source: the OMol25 dataset
Level of theory: the ωB97M-V functional and the def2-TZVPD basis

Cartesian coordinates (Å):
Os 0.58 0.26 -0.20
C -6.04 12.24 -0.22
O -4.61 11.95 -0.06
C -4.15 10.76 -0.11
C -2.74 10.64 0.12
C -2.17 9.42 0.17
C -2.95 8.26 -0.06
C -4.35 8.39 -0.36
C -4.94 9.60 -0.37
C -2.38 6.94 -0.03
N -2.88 5.91 -0.69
C -2.05 4.87 -0.43
C -1.03 5.26 0.43
N -1.25 6.59 0.66
C -0.01 4.36 0.90
C 1.01 4.66 1.81
C 1.89 3.68 2.18
C 1.76 2.41 1.64
N 0.80 2.09 0.77
C -0.08 3.06 0.40
C -1.10 2.67 -0.55
N -1.02 1.40 -1.00
C -1.93 0.95 -1.86
C -2.96 1.76 -2.32
C -3.05 3.06 -1.87
C -2.10 3.53 -0.96
H -6.14 13.31 -0.12
H -6.61 11.73 0.55
H -6.37 11.93 -1.21
H -2.16 11.55 0.26
H -1.10 9.34 0.35
H -4.92 7.49 -0.55
H -6.00 9.69 -0.58
H -0.72 7.19 1.27
H 1.11 5.66 2.23
H 2.69 3.88 2.88
H 2.44 1.61 1.92
H -1.83 -0.09 -2.16
H -3.67 1.37 -3.04
H -3.84 3.72 -2.21
O -1.43 -2.44 -1.28
C -0.23 -2.47 -1.20
O 0.55 -1.37 -1.36
C 0.55 -3.70 -0.89
C 0.74 -4.70 -1.84
C 1.43 -5.86 -1.49
C 1.94 -6.01 -0.21
C 1.76 -5.00 0.74
C 1.08 -3.84 0.40
H 0.34 -4.58 -2.84
H 1.56 -6.64 -2.23
H 2.46 -6.92 0.07
H 2.16 -5.12 1.74
H 0.92 -3.06 1.13
C 3.98 -0.68 2.82
C 4.53 -0.24 1.46
Sb 3.18 -0.60 -0.16
C 3.97 0.68 -1.71
C 3.16 1.95 -1.96
C 3.75 -2.51 -0.93
C 5.15 -2.46 -1.52
H 4.70 -0.46 3.61
H 3.79 -1.75 2.84
H 3.04 -0.17 3.08
H 5.42 -0.81 1.19
H 4.79 0.82 1.43
H 4.00 0.06 -2.61
H 5.00 0.91 -1.44
H 2.10 1.73 -2.11
H 3.51 2.46 -2.86
H 3.24 2.66 -1.13
H 2.99 -2.77 -1.66
H 3.68 -3.21 -0.10
H 5.25 -1.73 -2.32
H 5.39 -3.43 -1.94
H 5.91 -2.24 -0.77
C -3.87 -1.64 2.91
As -2.82 -1.99 1.35
C -2.24 -3.80 1.59
C -4.06 -1.90 -0.11
S -1.26 -0.50 1.54
H -4.64 -2.40 2.99
H -4.33 -0.66 2.84
H -3.22 -1.67 3.79
H -3.14 -4.40 1.69
H -1.66 -3.84 2.50
H -1.66 -4.14 0.74
H -4.62 -2.83 -0.07
H -3.54 -1.82 -1.05
H -4.74 -1.06 0.06

Summary:
- Energy above the lowest of the compared OMol25 structures with the same formula, charge and spin: 119.8 kJ/mol
- Spin multiplicity: 5
- Gap between HOMO and LUMO (alpha / beta): 0.2587 / 0.1732 Ha
- Charge: +3
- Max |F|: 1.5 eV/Å
- Molar mass: 998.74 g/mol
- <S²>: 6.052

***

[3]
Formula: C4H7NS
Source: the OMol25 dataset
Level of theory: the ωB97M-V functional and the def2-TZVPD basis

Cartesian coordinates (Å):
C 0.44 -0.63 -1.62
C 0.43 -0.58 0.90
C -0.34 0.77 1.45
C -0.69 1.19 0.01
H 0.61 -1.78 -1.10
H -0.52 -0.50 -2.50
H 1.46 -0.05 -2.13
H -0.56 -1.56 0.79
H 1.62 -1.20 1.48
H -1.16 0.56 2.05
H 0.40 1.65 1.93
N 0.15 0.22 -0.47
S -1.84 1.91 -0.80

Summary:
- Energy above the lowest of the compared OMol25 structures with the same formula, charge and spin: 622.7 kJ/mol
- Gap between HOMO and LUMO: 0.3292 Ha
- Max |F|: 5.0 eV/Å
- Molar mass: 101.17 g/mol

***

[4]
Formula: C22H33F17Sb
Source: the OMol25 dataset
Level of theory: the ωB97M-V functional and the def2-TZVPD basis

Cartesian coordinates (Å):
C -5.19 2.42 -0.17
C -3.84 3.12 -0.44
C -3.63 3.34 -1.95
C -2.16 3.31 -2.42
C -1.23 4.25 -1.64
C -0.65 3.71 -0.31
C -0.20 2.24 -0.32
C 0.22 1.82 1.11
C 1.66 2.31 1.43
C 2.69 1.39 0.71
C 4.08 1.44 1.38
Sb 4.58 -0.26 2.72
C 4.84 -1.67 1.01
C 2.46 -0.84 3.05
C 1.98 -2.00 2.14
C 0.58 -2.47 2.51
F -0.30 -1.47 2.64
F 0.66 -3.02 3.75
C 0.00 -3.62 1.63
F -1.22 -3.93 2.09
F 0.78 -4.68 1.85
C 0.01 -3.32 0.09
F 1.24 -3.63 -0.31
F -0.20 -2.02 -0.09
C -0.94 -4.22 -0.73
F -0.59 -5.47 -0.40
F -2.21 -4.12 -0.37
C -0.83 -4.17 -2.30
F -1.83 -4.88 -2.79
F 0.25 -4.89 -2.61
C -0.62 -2.83 -3.04
F 0.58 -2.36 -2.75
F -0.52 -3.17 -4.34
C -1.64 -1.63 -2.96
F -1.02 -0.58 -2.45
F -1.95 -1.27 -4.20
C -2.99 -1.77 -2.19
F -3.65 -2.87 -2.43
F -2.86 -1.51 -0.93
F -3.76 -0.78 -2.66
H -5.99 3.16 -0.29
H -5.22 1.99 0.83
H -5.37 1.61 -0.89
H -3.80 4.08 0.09
H -3.05 2.50 -0.03
H -4.06 4.31 -2.24
H -4.19 2.56 -2.49
H -1.83 2.27 -2.46
H -2.15 3.66 -3.47
H -0.42 4.61 -2.28
H -1.84 5.13 -1.38
H -1.38 3.83 0.50
H 0.22 4.33 -0.05
H -1.07 1.63 -0.57
H 0.62 2.06 -1.02
H 0.23 0.73 1.11
H -0.50 2.17 1.86
H 1.78 3.35 1.11
H 1.84 2.17 2.50
H 2.80 1.82 -0.30
H 2.29 0.38 0.55
H 4.83 1.43 0.57
H 4.19 2.42 1.87
H 4.52 0.86 4.10
H 5.10 -1.51 3.84
H 6.30 0.19 2.54
H 4.73 -2.68 1.41
H 4.14 -1.52 0.18
H 5.87 -1.63 0.63
H 2.38 -1.20 4.08
H 1.73 -0.02 2.96
H 2.10 -1.79 1.08
H 2.64 -2.84 2.38

Summary:
- Gap between HOMO and LUMO: 0.2260 Ha
- Charge: -1
- Max |F|: 2.1 eV/Å
- Molar mass: 742.23 g/mol

***

[5]
Formula: C4H7N2
Source: the OMol25 dataset
Level of theory: the ωB97M-V functional and the def2-TZVPD basis

Cartesian coordinates (Å):
C -0.76 0.89 -0.85
C -0.54 0.09 -1.85
C -0.62 -1.17 -1.14
C 0.75 -0.25 0.79
N 0.85 0.99 1.59
N -0.38 -0.26 -0.06
H -0.91 1.95 -0.58
H -1.91 -1.53 -0.98
H -0.09 -2.10 -1.18
H 0.75 -1.21 1.36
H 1.55 -0.35 0.11
H 1.45 1.63 1.14
H -0.14 1.31 1.65

Summary:
- Energy above the lowest of the compared OMol25 structures with the same formula, charge and spin: 724.7 kJ/mol
- Gap between HOMO and LUMO (alpha / beta): 0.2985 / 0.2985 Ha
- Charge: +1
- Max |F|: 7.5 eV/Å
- Molar mass: 83.11 g/mol

***

[6]
Formula: C6H9ClNO4S2
Source: the OMol25 dataset
Level of theory: the ωB97M-V functional and the def2-TZVPD basis

Cartesian coordinates (Å):
C -0.53 3.82 -0.68
C 1.61 -3.65 -0.86
C -1.39 3.24 0.53
C 0.82 -2.28 -0.86
C -0.49 2.25 1.06
C -0.05 -2.15 0.39
N 0.04 -1.13 1.17
O 0.18 2.87 -1.17
O 0.81 -0.16 0.64
O -0.56 5.00 -1.02
O -0.54 -0.88 2.21
S 0.15 1.30 -0.39
S -1.36 0.49 -1.32
Cl -1.13 -3.51 0.75
H 1.18 -4.47 -1.43
H 1.71 -4.10 0.13
H 2.63 -3.69 -1.22
H -1.86 4.13 1.17
H -2.21 2.66 0.17
H 1.34 -1.38 -0.91
H 0.10 -2.43 -1.61
H -0.85 1.41 1.75
H 0.39 2.66 1.51

Summary:
- Spin multiplicity: 3
- Gap between HOMO and LUMO (alpha / beta): 0.1809 / 0.2424 Ha
- Charge: -1
- Max |F|: 10.0 eV/Å
- Molar mass: 258.73 g/mol
- <S²>: 2.009

***

> Among the records above, which one has the highest molar mass?

C36H43AsN4O3OsSSb